Entry A
15
Properties=species:S:1:pos:R:3:lowdin_charge:R:1 method="wB97M-V/def2-TZVPD" charge=+1 spin_multiplicity=2 homo_energy_ha="-0.5712 / -0.5789" lumo_energy_ev="-6.15 / -7.20" gap_ev="9.389 / 8.547"
C 0.9952 1.5943 0.2719 0.024
N -0.2814 0.8580 -0.0777 0.083
C -0.0775 -0.0715 -0.9709 -0.048
C -0.2619 -1.4675 -0.5429 0.015
O 0.8692 -1.6500 -0.2839 0.190
H 0.7235 2.6477 0.3294 0.101
H 1.4099 1.3657 1.2498 0.116
H 1.7276 1.5043 -0.5252 0.104
H -0.6222 0.5032 0.8206 0.149
H 0.3012 0.2971 -1.9218 0.172
H -2.5520 -0.4438 -2.0098 0.038
H -2.4790 0.0107 -2.5994 0.061
H -0.3341 -2.1116 2.6520 0.072
H 0.3826 -1.6301 1.3440 -0.044
O 0.1989 -1.4066 2.2641 -0.032



Entry B
15
Properties=species:S:1:pos:R:3:lowdin_charge:R:1 method="wB97M-V/def2-TZVPD" charge=+1 spin_multiplicity=2 homo_energy_ha="-0.5522 / -0.4941" lumo_energy_ev="-3.84 / -9.66" gap_ev="11.187 / 3.780"
C -1.1128 -1.7841 -1.0420 0.055
C -0.9668 -1.0020 0.2564 -0.432
O -0.9324 0.2393 0.2443 0.258
N -0.9463 -1.6431 1.4180 0.244
H -1.1872 -1.2529 2.3162 0.151
H -0.8656 -2.6554 1.4127 0.151
H -1.1979 -1.0479 -1.8412 0.100
H -1.9510 -2.4696 -1.0710 0.107
H -0.2525 -2.3871 -1.3762 0.120
C 1.5252 2.2475 0.3526 -0.074
O 2.1410 2.6762 -0.8919 -0.027
H 1.4509 2.6068 -1.5457 0.082
H 1.2610 1.2091 0.1751 0.068
H 0.6853 2.9048 0.5428 0.099
H 2.3491 2.3585 1.0499 0.098



entry B (2.748 eV below the next structure)



Entry A
8
Properties=species:S:1:pos:R:3:lowdin_charge:R:1 method="wB97M-V/def2-TZVPD" charge=0 homo_energy_ha=-0.3605 lumo_energy_ev=-0.14 gap_ev=9.674 smiles="O=[N+]([O-])OCI"
O 1.5043 -0.6416 -0.5891 0.121
N 2.0119 -0.1722 0.3521 -0.424
O 3.0783 0.1642 0.6071 0.202
O 1.0978 -0.0488 1.5028 -0.120
C -0.2576 0.0077 1.1257 -0.611
I -1.0560 2.0698 0.9740 0.668
H -0.3404 -0.4034 -0.0058 0.101
H -0.9008 -0.5451 1.8384 0.063



Entry B
8
Properties=species:S:1:pos:R:3:lowdin_charge:R:1 method="wB97M-V/def2-TZVPD" charge=0 homo_energy_ha=-0.3765 lumo_energy_ev=-0.11 gap_ev=10.134 smiles="O=[N+]([O-])OCI"
O 0.9450 1.7245 0.2814 0.131
N 1.1576 0.7227 0.8557 -0.447
O 1.9368 0.4423 1.6825 0.150
O 0.3713 -0.4815 0.5155 -0.155
C -0.7997 -0.3616 -0.6197 -0.575
I -1.7436 -2.2501 -0.8893 0.803
H -1.6817 0.2388 -0.3199 0.028
H -0.1856 -0.0350 -1.5061 0.066



entry A (0.405 eV below the next structure)